Below is a 16-piece molecular cluster, C19H6Cl60INO overall in a non-equilibrium geometry, with properties calculated with the ωB97M-V functional and the def2-TZVPD basis.

XYZ file:
```
88
Properties=species:S:1:pos:R:3:forces:R:3:lowdin_charge:R:1
O -6.241 -1.070 6.767 3.1375 0.2240 -7.5251 -0.121
C -5.734 -1.051 5.524 -3.0122 -0.6493 4.2988 -0.261
C -4.450 -0.108 5.023 -0.5305 -1.5061 0.2650 -0.122
C -4.021 -0.812 3.585 -1.4849 0.2985 1.8242 -0.603
I -4.403 0.559 1.877 0.4162 -0.4969 0.9631 0.790
C -5.148 -2.022 3.412 0.6359 0.0922 -1.2588 -0.301
N -6.299 -1.959 4.426 3.9873 2.2275 2.2932 0.034
H -4.710 1.057 5.014 0.5907 -2.8273 0.0149 0.129
H -3.647 -0.396 5.831 -1.4555 0.9582 -1.5244 0.127
H -2.901 -1.151 3.599 -2.3567 0.5817 -0.2546 0.087
H -5.641 -1.781 2.372 1.3273 -1.4142 2.0310 -0.011
H -4.477 -2.973 3.533 -2.2981 1.7588 -0.7593 -0.015
H -6.586 -2.868 4.859 0.4590 1.1108 -0.5757 0.135
C -1.128 2.848 0.573 0.0982 -0.0973 0.1393 -1.983
Cl -2.144 3.418 -0.775 0.2109 0.0481 0.3978 0.494
Cl -1.118 1.067 0.597 0.3294 0.7776 -0.0107 0.412
Cl 0.536 3.448 0.358 -0.5181 -0.1822 0.0222 0.489
Cl -1.786 3.459 2.112 0.1750 -0.0714 -0.3680 0.493
C -8.943 0.022 2.123 -0.0509 0.0216 0.1043 -1.986
Cl -7.805 -1.159 1.427 -0.5336 0.2904 -0.0176 0.521
Cl -8.036 1.255 3.036 -0.2815 -0.2995 -0.2244 0.488
Cl -9.860 0.808 0.813 0.2630 -0.1976 0.3153 0.500
Cl -10.073 -0.815 3.218 0.3134 0.2039 -0.2752 0.521
C -5.234 -1.620 10.171 -0.2663 0.1741 -0.1269 -1.999
Cl -5.096 -1.591 11.947 0.0071 -0.0322 -0.3971 0.510
Cl -4.010 -2.725 9.498 -0.2404 0.2295 0.2392 0.476
Cl -6.861 -2.183 9.712 0.4928 0.1303 0.1898 0.528
Cl -4.971 0.021 9.529 -0.0107 -0.4458 0.2591 0.522
C 4.161 3.899 -1.491 0.0419 -0.0471 -0.0846 -1.989
Cl 3.145 4.469 -2.839 0.2227 -0.1729 0.3608 0.507
Cl 4.171 2.117 -1.467 -0.0293 0.4379 0.0033 0.504
Cl 5.825 4.499 -1.706 -0.4128 -0.1394 0.1519 0.495
Cl 3.503 4.510 0.048 0.2979 -0.0602 -0.3294 0.494
C 6.739 5.810 -5.526 -0.0047 0.0579 -0.0115 -1.998
Cl 6.764 5.963 -7.301 -0.0076 -0.0452 0.4261 0.520
Cl 6.692 4.085 -5.080 0.0187 0.3659 -0.1916 0.483
Cl 8.204 6.559 -4.845 -0.4112 -0.2412 -0.1528 0.485
Cl 5.296 6.630 -4.879 0.3771 -0.1911 -0.1724 0.501
C 6.747 -0.994 -2.853 0.0129 -0.0982 0.0944 -1.992
Cl 6.885 -0.966 -1.077 -0.0403 0.0383 -0.3982 0.517
Cl 7.971 -2.100 -3.527 -0.4329 0.2569 0.3937 0.488
Cl 5.120 -1.558 -3.313 0.6084 0.2523 0.2084 0.480
Cl 7.010 0.647 -3.496 -0.0184 -0.3498 0.1215 0.492
C -8.262 3.990 -1.773 0.1979 0.0579 -0.0291 -1.993
Cl -7.241 3.445 -0.418 -0.2616 0.0989 -0.2990 0.502
Cl -9.975 3.700 -1.378 0.3264 0.0807 -0.0954 0.493
Cl -8.002 5.730 -2.050 0.3122 -0.7006 0.0174 0.484
Cl -7.830 3.083 -3.245 -0.1238 0.2014 0.3682 0.519
C 9.872 -2.928 -7.163 0.0348 0.2539 -0.1773 -1.993
Cl 9.027 -3.397 -8.659 0.2074 0.0918 0.3815 0.520
Cl 9.762 -4.254 -5.978 -0.1142 0.3299 -0.0811 0.492
Cl 11.585 -2.598 -7.527 -0.6085 0.8579 0.2261 0.483
Cl 9.115 -1.463 -6.488 0.2898 -0.3740 -0.3983 0.494
C -10.771 8.877 -1.627 -0.1306 -0.0931 0.0233 -2.002
Cl -11.786 9.448 -2.975 0.2562 -0.1216 0.3193 0.512
Cl -10.761 7.096 -1.602 -0.3802 0.7272 0.0562 0.467
Cl -9.107 9.478 -1.841 -0.3494 -0.1524 0.0448 0.507
Cl -11.429 9.489 -0.088 0.1739 -0.1325 -0.3741 0.513
C 13.044 -6.159 -9.012 -0.0625 -0.0542 0.0655 -1.989
Cl 11.945 -5.481 -7.784 0.5979 -1.2051 -0.5303 0.455
Cl 12.717 -7.899 -9.206 0.0973 0.3840 0.0131 0.514
Cl 12.782 -5.328 -10.566 0.0483 -0.1729 0.3716 0.513
Cl 14.732 -5.926 -8.491 -0.3944 -0.0463 -0.1228 0.514
C -2.856 -1.067 -2.177 -0.0655 0.0459 -0.1213 -1.981
Cl -1.834 -1.612 -0.822 -0.2481 -0.1960 -0.4092 0.478
Cl -4.569 -1.356 -1.782 0.4106 0.0813 -0.0833 0.504
Cl -2.596 0.674 -2.454 -0.1190 -0.6276 -0.0309 0.487
Cl -2.424 -1.974 -3.649 -0.2476 0.1460 0.3864 0.500
C -1.857 -4.742 5.459 0.2835 -0.2783 0.1158 -1.961
Cl -2.872 -4.172 4.111 0.6890 -0.4799 0.4829 0.594
Cl -1.847 -6.524 5.483 -0.0079 0.6750 -0.5538 0.497
Cl -0.193 -4.142 5.244 -0.4442 -0.1250 0.0432 0.530
Cl -2.515 -4.131 6.998 0.1113 -0.0953 -0.5234 0.484
C -1.054 -8.603 9.090 -0.0493 0.0578 0.1045 -2.002
Cl -1.701 -9.084 10.679 0.1688 0.0906 -0.3816 0.514
Cl -1.991 -7.225 8.460 0.2607 -0.5268 0.6709 0.466
Cl 0.655 -8.131 9.263 -0.4200 -0.1093 -0.0587 0.514
Cl -1.180 -9.974 7.959 0.0262 0.3262 0.2389 0.511
C 11.112 6.163 -2.133 0.0046 -0.0858 0.0344 -2.012
Cl 11.062 4.610 -3.006 -0.0064 0.3941 0.2087 0.507
Cl 9.761 6.236 -0.973 0.3045 -0.0142 -0.2985 0.507
Cl 12.657 6.301 -1.255 -0.3956 -0.0204 -0.2298 0.516
Cl 10.969 7.504 -3.298 0.1065 -0.2564 0.2914 0.491
C 1.282 -2.581 -4.827 -0.0652 0.0384 0.0417 -2.000
Cl 3.004 -2.547 -5.282 -0.6146 -0.1021 -0.0511 0.487
Cl 0.288 -2.843 -6.282 0.2138 0.0627 0.3489 0.514
Cl 1.000 -3.906 -3.669 0.0697 0.3293 -0.2745 0.513
Cl 0.836 -1.029 -4.074 0.2904 -0.3328 -0.1899 0.496
```
Forces are in eV/Å.

LUMO = -0.26 eV
E_tot = -28766.48067 Eh
frontier orbital gap = 9.16 eV
F_max = 8.16 eV Å⁻¹
charge = 0